# 1
ORCA calculation (wB97M-V/def2-TZVPD) on an isolated molecule of C2H3NS2 in a non-equilibrium geometry.

CARTESIAN COORDINATES (ANGSTROEM)
C  -1.2848  -0.9222  -0.2419
C  -0.0263  0.8833  0.6811
N  -0.1972  -0.3470  0.0096
S  -2.8573  -0.3951  0.1953
S  -0.7247  2.3408  -0.1703
H  -1.4076  -1.8337  -0.8532
H  -0.5578  1.0141  1.5455
H  1.0510  0.9907  0.8167

The HOMO-LUMO gap (spin up / spin down) is 6.76 / 7.12 eV. The value obtained for the energy above the lowest of the compared OMol25 structures with the same formula, charge and spin is 66.0 kcal/mol.


# 2
ORCA calculation (wB97M-V/def2-TZVPD) on a structure of composition C20H40N7O6V in a non-equilibrium geometry.

CARTESIAN COORDINATES (ANGSTROEM)
V  -24.6915  31.0458  -2.2069
C  -21.4419  31.0393  -5.0420
C  -22.5554  31.0124  -3.9445
O  -22.3196  31.1789  -2.7455
O  -23.7858  31.0102  -4.2315
H  -20.4594  31.2824  -4.6374
H  -21.7878  31.5925  -5.9151
H  -21.2550  30.0414  -5.4389
C  -25.6332  30.9327  -6.9763
O  -26.3246  29.9314  -7.1463
N  -26.0382  32.1338  -7.3475
C  -25.2213  33.2365  -6.9108
C  -27.3642  32.5688  -7.7819
H  -24.6074  30.9823  -6.5796
H  -25.2179  34.0921  -7.5862
H  -24.1522  33.0395  -6.8315
H  -25.5743  33.6293  -5.9573
H  -27.9444  32.7897  -6.8860
H  -27.3501  33.4869  -8.3691
H  -27.8865  31.7488  -8.2749
C  -22.6621  26.0229  -8.8513
O  -23.1428  25.5359  -9.8372
N  -23.0931  27.1274  -8.2228
C  -22.3903  27.8866  -7.0880
C  -24.4086  27.6617  -8.5416
H  -21.7932  25.6493  -8.2877
H  -23.0836  28.1851  -6.3016
H  -21.8696  28.7379  -7.5266
H  -21.7509  27.2177  -6.5120
H  -24.7764  27.2663  -9.4884
H  -25.1000  27.3293  -7.7673
H  -24.5534  28.7417  -8.5155
C  -25.6552  34.1003  -3.1385
O  -25.3714  33.1625  -2.4389
N  -24.6836  34.9661  -3.5095
C  -25.0963  36.1389  -4.3477
C  -23.2965  34.7050  -3.1935
H  -26.6237  34.2760  -3.6318
H  -24.5687  36.0848  -5.2999
H  -24.8172  37.1365  -4.0086
H  -26.1585  36.2019  -4.5841
H  -22.8942  35.5730  -2.6712
H  -23.1863  33.8260  -2.5583
H  -22.8423  34.5270  -4.1683
C  -22.8212  32.4793  0.3829
O  -23.6576  31.9104  -0.3302
N  -23.0336  33.6935  0.9572
C  -24.2116  34.5329  0.6957
C  -21.9046  34.3005  1.6676
H  -21.8177  32.0917  0.6172
H  -23.8725  35.3283  0.0321
H  -24.5448  34.9760  1.6342
H  -25.0536  34.0150  0.2364
H  -21.3706  33.6458  2.3563
H  -21.1702  34.8432  1.0724
H  -22.2367  35.1080  2.3200
C  -19.4928  33.2484  -2.8725
C  -19.7735  34.5555  -2.2441
N  -20.0296  35.5917  -1.7168
H  -19.6279  33.3700  -3.9472
H  -20.1501  32.4944  -2.4395
H  -18.4810  32.9762  -2.5719
C  -21.6694  33.1070  -8.6613
C  -22.4738  32.0398  -9.3820
N  -23.0612  31.2013  -9.8995
H  -21.5984  34.0864  -9.1343
H  -20.6751  32.7730  -8.3647
H  -22.2824  33.1531  -7.7612
C  -18.3052  31.1026  -7.0709
C  -17.9419  30.5067  -5.8030
N  -17.6900  30.0020  -4.8068
H  -18.3410  32.1854  -6.9508
H  -19.3401  30.8481  -7.2998
H  -17.6282  30.7485  -7.8482

The HOMO-LUMO gap (spin up / spin down) is 8.16 / 4.21 eV. Its multiplicity is 5. Its charge is +2. As for the expectation value of S²: 6.03.


# 3
ORCA calculation (wB97M-V/def2-TZVPD) on an isolated molecule of C29H28N2O5S in a non-equilibrium geometry.

CARTESIAN COORDINATES (ANGSTROEM)
C  -2.5674  -2.7674  -4.6585
C  -3.6153  -1.7026  -4.3742
H  -3.8984  -1.1764  -5.2885
H  -4.4991  -2.1570  -3.9155
O  -3.1178  -0.6849  -3.5000
C  -3.2313  -0.8970  -2.1856
O  -3.6833  -1.9019  -1.7050
C  -2.7701  0.2992  -1.3731
C  -3.7022  1.5044  -1.6214
C  -3.1916  2.3483  -2.7857
H  -3.0980  1.7165  -3.6691
C  -1.8369  2.9666  -2.4167
N  -1.1252  2.1063  -1.4885
C  -0.6451  2.6334  -0.3393
O  -0.6336  3.8291  -0.1165
C  -0.1078  1.6556  0.6664
C  1.1600  1.1089  0.5222
C  1.6785  0.2713  1.5049
C  0.8938  -0.0067  2.6182
C  -0.3619  0.5410  2.7728
C  -0.8679  1.3795  1.7974
H  -1.8457  1.8218  1.9090
H  -0.9255  0.2887  3.6588
S  1.5509  -1.1293  3.8889
O  0.5366  -1.2005  4.9366
C  2.6996  0.1967  4.3562
C  2.5334  0.8594  5.5547
C  3.4151  1.8684  5.9019
C  4.4635  2.1888  5.0534
C  4.6329  1.5083  3.8600
C  3.7371  0.5108  3.4891
C  3.9789  -0.2431  2.2267
O  5.0657  -0.7260  1.9747
N  2.9394  -0.3335  1.3442
C  3.1808  -1.0191  0.0781
C  1.9616  -1.7880  -0.3456
C  1.4393  -1.6476  -1.6231
C  0.2905  -2.3282  -1.9908
C  -0.3589  -3.1411  -1.0790
C  0.1634  -3.2947  0.1949
C  1.3208  -2.6310  0.5560
H  1.7305  -2.7626  1.5473
H  -0.3326  -3.9342  0.9088
H  -1.2705  -3.6498  -1.3528
H  -0.1009  -2.2116  -2.9901
H  1.9340  -1.0035  -2.3366
H  3.4767  -0.3040  -0.6976
H  4.0295  -1.6890  0.2542
H  5.4565  1.7414  3.2025
H  5.1582  2.9686  5.3262
H  3.2897  2.3964  6.8349
H  1.7131  0.5700  6.1948
H  1.7485  1.3482  -0.3502
C  -1.3213  0.6993  -1.7221
H  -0.6165  0.1123  -1.1334
H  -1.1349  0.5090  -2.7828
H  -1.9641  3.9294  -1.9156
H  -1.2264  3.1236  -3.3129
H  -3.9025  3.1425  -3.0135
H  -3.7306  2.1211  -0.7210
H  -4.7169  1.1551  -1.8170
H  -2.8315  0.0017  -0.3225
H  -1.6738  -2.3169  -5.0846
H  -2.9681  -3.4884  -5.3651
H  -2.3049  -3.2861  -3.7401

The HOMO-LUMO gap is 9.57 eV. The value obtained for the energy above the lowest of the compared OMol25 structures with the same formula, charge and spin is 0.0 kcal/mol.


# 4
ORCA calculation (wB97M-V/def2-TZVPD) on a structure of composition C18H38Br2FN5O10S2 in a non-equilibrium geometry.

CARTESIAN COORDINATES (ANGSTROEM)
C  0.2910  1.7960  4.0841
C  -1.2284  1.9772  4.2289
Br  -2.0150  1.7036  5.9378
C  -1.9091  2.2918  3.1523
Br  -3.8172  2.5098  3.2161
O  -1.1961  2.4216  1.9643
S  -1.7543  3.6580  1.0159
O  -2.4977  3.0277  -0.0127
O  -0.2902  4.2764  0.3648
S  0.7531  3.1579  -0.1895
O  1.7311  2.8424  0.7717
O  1.3533  3.7250  -1.3297
F  0.0260  1.8501  -0.6506
H  0.4439  1.3347  3.1004
H  0.6964  1.0810  4.8045
H  0.7753  2.7828  4.0926
C  1.2365  3.6720  -5.1583
C  0.2255  3.5359  -6.2694
O  0.3380  4.1368  -7.3282
N  -0.8319  2.7116  -6.0547
C  -1.1346  1.9219  -4.8744
H  2.0205  4.3577  -5.4688
H  0.7609  4.0724  -4.2617
H  1.6891  2.7042  -4.9405
H  -1.4703  2.6637  -6.8344
H  -1.1868  0.8718  -5.1610
H  -2.1021  2.2278  -4.4928
H  -0.3827  2.0480  -4.0984
C  4.4367  -1.5253  -2.2305
C  2.9534  -1.7004  -2.0181
O  2.4687  -2.7661  -1.6684
N  2.1532  -0.6216  -2.2279
C  2.5319  0.7195  -2.6383
H  4.9375  -2.4674  -2.0248
H  4.6409  -1.2420  -3.2641
H  4.8302  -0.7670  -1.5516
H  1.1758  -0.8125  -2.0676
H  2.2062  1.4160  -1.8679
H  2.0197  0.9576  -3.5720
H  3.6033  0.8140  -2.7814
C  0.6725  -3.4367  3.6826
C  0.6020  -1.9389  3.5357
O  0.2467  -1.2150  4.4618
N  0.9475  -1.4074  2.3353
C  1.3891  -2.1007  1.1346
H  0.3696  -3.7128  4.6883
H  -0.0019  -3.9199  2.9748
H  1.6938  -3.7846  3.5219
H  0.8788  -0.4028  2.3048
H  2.3821  -1.7409  0.8627
H  0.7000  -1.8727  0.3206
H  1.4263  -3.1747  1.2799
C  -6.1033  0.7484  -5.9457
C  -4.9444  1.5985  -5.4888
O  -3.7987  1.1702  -5.4552
N  -5.2088  2.8756  -5.1084
C  -6.4886  3.5584  -5.0786
H  -5.7349  -0.2378  -6.2144
H  -6.8334  0.6392  -5.1424
H  -6.5769  1.1929  -6.8222
H  -4.3896  3.3858  -4.8158
H  -6.4359  4.4358  -5.7253
H  -6.6900  3.8866  -4.0575
H  -7.2959  2.9154  -5.4133
C  2.5750  -6.9396  7.7363
C  2.0598  -5.8468  6.8323
O  1.4659  -6.0910  5.7938
N  2.2774  -4.5579  7.2105
C  2.9556  -4.0710  8.3965
H  2.3261  -7.9043  7.3027
H  3.6597  -6.8719  7.8331
H  2.1079  -6.8699  8.7198
H  1.9067  -3.8803  6.5613
H  2.2630  -3.4538  8.9714
H  3.8035  -3.4552  8.0912
H  3.3111  -4.8851  9.0198

The HOMO-LUMO gap is 8.88 eV. The value obtained for the energy above the lowest of the compared OMol25 structures with the same formula, charge and spin is 0.0 kcal/mol.